Arrangement one

The following is a DFT calculation (wB97M-V/def2-TZVPD) of a 6-piece molecular cluster, C40H90FN5 overall.

## Properties
- E_LUMO: -5.72 eV
- Charge: +4
- Highest occupied orbital energy: -11.7 eV
- Frontier orbital gap: 5.98 eV

Element x y z (Å)
F (0.007, 0.169, 1.875)
N (5.081, 3.231, 5.704)
N (-5.579, 0.647, 5.920)
N (-1.780, 5.729, -2.305)
N (-4.695, -5.886, -4.445)
N (7.052, -3.485, -4.840)
C (7.761, -6.045, -7.841)
C (5.664, -2.888, -4.260)
C (-3.816, -6.154, -3.207)
C (-7.104, 1.016, 6.007)
C (3.439, 4.983, 6.764)
C (-4.773, 1.906, 5.415)
C (-3.225, 5.119, -2.300)
C (-7.779, 0.396, 4.786)
C (6.705, -4.630, -5.870)
C (-3.771, -4.856, -2.409)
C (-3.418, -0.004, 7.265)
C (-1.507, 6.930, -3.225)
C (-6.178, -6.213, -4.142)
C (5.546, 1.736, 5.540)
C (1.929, 5.372, 6.778)
C (3.725, 3.476, 6.350)
C (7.955, -2.342, -5.413)
C (-4.221, -6.637, -5.716)
C (5.134, 3.955, 4.344)
C (-2.943, -0.329, 8.626)
C (7.301, -3.176, -2.424)
C (-5.074, -6.313, -6.953)
C (6.310, 3.707, 6.501)
C (-3.622, -3.815, -3.488)
C (-5.073, 3.844, -3.432)
C (5.991, -2.408, -2.804)
C (-5.001, 0.132, 7.246)
C (7.669, -4.135, -3.589)
C (-0.715, 4.684, -2.610)
C (-4.303, -6.586, -8.200)
C (6.088, 1.271, 6.940)
C (-0.294, 7.687, -2.600)
C (-1.568, 6.348, -0.968)
C (-6.656, -0.262, 3.944)
C (-3.670, 4.586, -3.665)
C (-5.468, -0.498, 4.867)
C (-0.501, 7.480, -1.120)
C (-4.509, -4.353, -4.622)
C (7.984, -5.370, -6.449)
C (6.485, 2.602, 7.615)
H (-3.953, -2.836, -3.143)
H (6.905, 0.598, 6.677)
H (-4.999, 2.633, 6.194)
H (-7.135, 2.103, 6.075)
H (5.945, -5.320, -5.503)
H (-4.478, -0.460, 4.411)
H (-6.247, -7.292, -4.010)
H (-2.618, -3.619, -3.866)
H (-2.840, -6.400, -3.624)
H (1.230, 4.816, 7.403)
H (0.691, 7.358, -2.932)
H (-0.886, 8.325, -0.550)
H (-7.514, 0.592, 6.924)
H (-5.463, 3.466, -4.377)
H (1.871, 6.436, 7.006)
H (8.354, -6.021, -5.657)
H (6.305, 4.716, 6.914)
H (-8.150, 1.289, 4.282)
H (7.205, -6.945, -7.579)
H (-3.047, -0.781, 6.597)
H (-4.661, -4.678, -1.806)
H (3.103, 2.998, 5.593)
H (-5.410, 0.791, 8.012)
H (-2.911, 0.891, 6.906)
H (3.750, 5.194, 7.788)
H (8.769, -4.626, -6.588)
H (5.345, 0.765, 7.556)
H (0.427, 7.163, -0.644)
H (6.134, 3.875, 3.918)
H (-2.332, 7.641, -3.183)
H (-4.898, -6.496, -9.109)
H (-4.123, -7.714, -5.580)
H (6.347, 1.879, 4.814)
H (7.206, -3.792, -1.530)
H (-6.360, 0.473, 3.195)
H (6.329, -4.067, -6.724)
H (-1.462, 6.716, -4.293)
H (5.942, 2.783, 8.543)
H (-2.941, 0.577, 9.232)
H (8.144, -2.497, -2.298)
H (4.458, 3.462, 3.645)
H (-0.928, 4.363, -3.630)
H (-6.916, -1.110, 3.310)
H (8.695, -6.404, -8.273)
H (-5.550, -0.794, 7.417)
H (-3.175, 4.339, -1.540)
H (-1.062, 3.871, -1.972)
H (-4.050, -4.060, -5.566)
H (-4.322, -6.979, -2.705)
H (1.430, 5.359, 5.809)
H (-3.015, 3.768, -3.965)
H (7.526, 2.641, 7.937)
H (4.061, 5.637, 6.152)
H (-3.725, 1.682, 5.213)
H (8.694, -4.503, -3.635)
H (7.436, -1.913, -6.271)
H (-5.586, -1.386, 5.489)
H (-5.970, -6.929, -7.036)
H (7.035, -5.019, -3.517)
H (-3.596, -1.099, 9.036)
H (-5.196, 2.272, 4.479)
H (-3.962, 5.909, -2.153)
H (-8.601, -0.244, 5.105)
H (-3.770, 5.312, -4.472)
H (-6.481, -5.766, -3.196)
H (4.713, 1.226, 5.056)
H (-1.387, 5.639, -0.161)
H (-3.975, -7.619, -8.316)
H (5.233, -2.765, -2.107)
H (3.706, 2.785, 7.193)
H (7.150, 3.668, 5.807)
H (-6.712, -5.839, -5.016)
H (-4.991, 2.953, -2.809)
H (0.267, 4.984, -2.244)
H (6.251, -1.350, -2.808)
H (4.898, 5.009, 4.486)
H (7.091, -5.469, -8.479)
H (-3.441, -5.919, -8.185)
H (-3.206, -6.259, -5.831)
H (-5.859, 4.476, -3.020)
H (8.958, -2.672, -5.681)
H (4.974, -3.725, -4.369)
H (-2.477, 6.868, -0.664)
H (-0.321, 8.733, -2.907)
H (-1.915, -0.689, 8.662)
H (-5.455, -3.813, -4.621)
H (-5.484, -5.303, -6.949)
H (5.319, -2.190, -5.024)
H (-2.983, -4.714, -1.669)
H (8.057, -1.578, -4.642)

Löwdin atomic charge list, values in e, 99 entries: atom 1 (F): -0.997, atom 2 (N): -0.270, atom 3 (N): -0.236, atom 4 (N): -0.257, atom 5 (N): -0.229, atom 6 (N): -0.229, atom 7 (C): -0.067, atom 8 (C): -0.043, atom 9 (C): -0.075, atom 10 (C): -0.073, atom 11 (C): -0.180, atom 12 (C): 0.046, atom 13 (C): -0.103, atom 14 (C): -0.127, atom 15 (C): -0.097, atom 16 (C): -0.154, atom 17 (C): -0.235, atom 18 (C): -0.082, atom 19 (C): 0.050, atom 20 (C): -0.054, atom 21 (C): -0.091, atom 22 (C): -0.079, atom 23 (C): 0.053, atom 24 (C): -0.099, atom 25 (C): 0.024, atom 26 (C): -0.111, atom 27 (C): -0.143, atom 28 (C): -0.260, atom 29 (C): -0.088, atom 30 (C): -0.161, atom 31 (C): -0.077, atom 32 (C): -0.109, atom 33 (C): -0.096, atom 34 (C): -0.101, atom 35 (C): 0.055, atom 36 (C): -0.099, atom 37 (C): -0.115, atom 38 (C): -0.143, atom 39 (C): -0.124, atom 40 (C): -0.139, atom 41 (C): -0.200, atom 42 (C): -0.078, atom 43 (C): -0.140, atom 44 (C): -0.095, atom 45 (C): -0.211, atom 46 (C): -0.129, atom 47 (H): 0.124, atom 48 (H): 0.120, atom 49 (H): 0.108, atom 50 (H): 0.126, atom 51 (H): 0.129, atom 52 (H): 0.139, atom 53 (H): 0.114, atom 54 (H): 0.121, atom 55 (H): 0.137, atom 56 (H): 0.078, atom 57 (H): 0.115, atom 58 (H): 0.123, atom 59 (H): 0.131, atom 60 (H): 0.074, atom 61 (H): 0.077, atom 62 (H): 0.105, atom 63 (H): 0.135, atom 64 (H): 0.116, atom 65 (H): 0.073, atom 66 (H): 0.118, atom 67 (H): 0.121, atom 68 (H): 0.134, atom 69 (H): 0.133, atom 70 (H): 0.098, atom 71 (H): 0.110, atom 72 (H): 0.089, atom 73 (H): 0.114, atom 74 (H): 0.114, atom 75 (H): 0.102, atom 76 (H): 0.138, atom 77 (H): 0.093, atom 78 (H): 0.146, atom 79 (H): 0.122, atom 80 (H): 0.119, atom 81 (H): 0.107, atom 82 (H): 0.118, atom 83 (H): 0.136, atom 84 (H): 0.114, atom 85 (H): 0.088, atom 86 (H): 0.109, atom 87 (H): 0.112, atom 88 (H): 0.105, atom 89 (H): 0.123, atom 90 (H): 0.087, atom 91 (H): 0.128, atom 92 (H): 0.140, atom 93 (H): 0.109, atom 94 (H): 0.128, atom 95 (H): 0.135, atom 96 (H): 0.068, atom 97 (H): 0.096, atom 98 (H): 0.119, atom 99 (H): 0.089

=====

Arrangement two

The following is a DFT calculation (wB97M-V/def2-TZVPD) of a 6-piece molecular cluster, C40H90FN5 overall.

## Properties
- E_LUMO: -7.20 eV
- Charge: +4
- Highest occupied orbital energy: -14.1 eV
- Frontier orbital gap: 6.87 eV

Element x y z (Å)
F (-0.292, 0.837, 1.257)
N (-2.346, -3.384, -5.320)
N (0.940, 4.608, 4.788)
N (-5.569, 2.470, -0.863)
N (6.974, 0.125, -2.303)
N (-0.538, -3.823, 3.483)
C (2.305, 4.069, 4.360)
C (-0.700, -5.350, 3.670)
C (0.900, -3.368, 3.284)
C (4.727, 0.973, -1.496)
C (3.367, -3.770, 3.966)
C (-0.157, 3.642, 5.387)
C (-6.040, 1.696, -2.036)
C (-4.933, -3.159, -5.773)
C (2.998, 3.307, 5.507)
C (5.428, -0.107, -2.320)
C (1.030, 5.868, 5.871)
C (-7.044, 3.518, 0.951)
C (-2.513, 4.555, -2.153)
C (7.596, -0.288, -3.662)
C (1.897, -3.972, 4.286)
C (-2.301, -2.143, -4.372)
C (7.083, 1.653, -2.160)
C (-1.368, -3.496, 2.285)
C (-6.034, -3.229, -6.934)
C (-1.011, -3.118, 4.747)
C (-4.049, 2.951, -0.956)
C (7.675, -0.576, -1.061)
C (-5.657, 1.488, 0.428)
C (4.480, 2.897, 5.317)
C (-3.838, 3.699, -2.279)
C (-6.602, 3.620, -0.543)
C (7.945, -2.033, -5.549)
C (-3.504, -3.335, -6.401)
C (-6.952, 1.952, 1.176)
C (0.092, 5.531, 6.935)
C (-2.156, -5.538, 3.290)
C (0.174, 5.155, 3.599)
C (7.331, -1.814, -4.174)
C (-2.437, -4.576, 2.206)
C (-2.429, -4.705, -4.561)
C (-0.954, 4.509, 6.357)
C (5.749, 2.057, -1.370)
C (-0.895, -1.824, -3.875)
C (-0.084, -2.804, -4.822)
C (-0.921, -3.378, -5.896)
H (-3.247, -2.484, -7.032)
H (-6.106, -4.261, -7.278)
H (-3.144, -2.322, -3.704)
H (-5.295, 0.906, -2.140)
H (-6.024, 2.287, -2.952)
H (-6.411, 4.134, 1.590)
H (0.408, 2.897, 5.947)
H (-0.470, -3.316, 5.672)
H (4.495, 0.594, -0.501)
H (-1.036, -2.032, 4.665)
H (-7.720, 1.271, 0.807)
H (-5.005, -2.198, -5.264)
H (3.842, -4.750, 3.996)
H (4.798, 1.955, 4.870)
H (-6.035, 4.551, -0.561)
H (5.918, 2.264, -0.314)
H (5.498, 3.078, -1.659)
H (-1.789, -2.492, 2.343)
H (-5.727, 0.469, 0.047)
H (5.078, 2.945, 6.227)
H (-7.026, 1.313, -1.774)
H (-2.281, 4.958, -3.139)
H (-0.510, -5.641, 4.703)
H (-1.754, 3.777, -2.065)
H (-3.784, 2.902, -3.020)
H (5.036, -0.310, -3.317)
H (-3.379, 2.099, -1.072)
H (-0.812, 3.129, 4.684)
H (-5.031, -3.824, -4.915)
H (7.624, -2.464, -3.349)
H (-6.986, -3.040, -6.439)
H (-2.051, -3.444, 4.758)
H (0.834, 5.937, 3.222)
H (-0.329, 6.349, 7.518)
H (-0.916, -2.734, -6.775)
H (2.081, 5.899, 6.157)
H (2.710, 5.020, 4.013)
H (7.329, -0.292, -0.067)
H (-0.662, 5.799, 3.873)
H (8.663, -0.136, -3.498)
H (4.846, 3.741, 4.733)
H (-2.484, 5.273, -1.334)
H (-3.445, -4.269, -6.959)
H (7.442, -1.296, -6.175)
H (-1.395, 3.956, 7.186)
H (3.466, -3.248, 3.014)
H (-0.014, -5.863, 2.996)
H (0.834, 6.806, 5.351)
H (8.004, 2.036, -1.720)
H (3.738, 1.316, -1.800)
H (2.426, 2.411, 5.747)
H (1.661, -4.996, 4.575)
H (7.362, 0.429, -4.449)
H (-2.679, -1.360, -5.030)
H (9.029, -1.962, -5.633)
H (-4.745, 1.687, 0.990)
H (3.032, 3.874, 6.437)
H (-2.385, -5.183, 1.303)
H (-3.711, 3.539, -0.103)
H (-1.674, 5.047, 5.739)
H (-2.848, -5.210, 4.066)
H (1.676, -3.414, 5.196)
H (7.254, 2.000, -3.179)
H (0.657, 4.959, 7.671)
H (-3.448, -4.173, 2.255)
H (-2.214, -5.561, -5.200)
H (7.580, -2.988, -5.927)
H (0.377, -3.530, -4.152)
H (-5.896, -2.660, -7.853)
H (1.109, -3.688, 2.263)
H (-3.409, -4.790, -4.091)
H (0.853, -2.280, 3.342)
H (-2.303, -6.577, 2.995)
H (7.765, -1.641, -1.271)
H (8.705, -0.232, -1.155)
H (-4.706, 4.237, -2.662)
H (-1.745, -4.531, -3.730)
H (-6.928, 1.706, 2.238)
H (-0.608, -0.803, -4.125)
H (5.221, -1.093, -1.905)
H (-7.476, 3.537, -1.188)
H (2.242, 3.412, 3.493)
H (0.734, -2.327, -5.362)
H (-8.014, 3.988, 1.112)
H (3.914, -3.163, 4.688)
H (-0.675, -4.402, -6.177)
H (6.242, -1.855, -4.201)
H (-0.785, -3.372, 1.372)
H (0.077, 4.326, 2.897)
H (-0.809, -1.991, -2.801)

Löwdin atomic charge list, values in e, 99 entries: atom 1 (F): -0.963, atom 2 (N): -0.245, atom 3 (N): -0.204, atom 4 (N): -0.221, atom 5 (N): -0.218, atom 6 (N): -0.251, atom 7 (C): -0.101, atom 8 (C): -0.063, atom 9 (C): -0.117, atom 10 (C): -0.158, atom 11 (C): -0.076, atom 12 (C): -0.089, atom 13 (C): -0.015, atom 14 (C): -0.199, atom 15 (C): -0.217, atom 16 (C): -0.093, atom 17 (C): -0.053, atom 18 (C): -0.111, atom 19 (C): -0.060, atom 20 (C): -0.095, atom 21 (C): -0.226, atom 22 (C): -0.097, atom 23 (C): -0.060, atom 24 (C): -0.098, atom 25 (C): -0.056, atom 26 (C): 0.038, atom 27 (C): -0.102, atom 28 (C): 0.070, atom 29 (C): -0.049, atom 30 (C): -0.081, atom 31 (C): -0.240, atom 32 (C): -0.067, atom 33 (C): -0.081, atom 34 (C): -0.075, atom 35 (C): -0.127, atom 36 (C): -0.154, atom 37 (C): -0.173, atom 38 (C): -0.008, atom 39 (C): -0.202, atom 40 (C): -0.167, atom 41 (C): 0.031, atom 42 (C): -0.128, atom 43 (C): -0.139, atom 44 (C): -0.096, atom 45 (C): -0.159, atom 46 (C): -0.115, atom 47 (H): 0.129, atom 48 (H): 0.075, atom 49 (H): 0.126, atom 50 (H): 0.103, atom 51 (H): 0.106, atom 52 (H): 0.113, atom 53 (H): 0.111, atom 54 (H): 0.114, atom 55 (H): 0.115, atom 56 (H): 0.116, atom 57 (H): 0.112, atom 58 (H): 0.088, atom 59 (H): 0.085, atom 60 (H): 0.074, atom 61 (H): 0.125, atom 62 (H): 0.111, atom 63 (H): 0.118, atom 64 (H): 0.140, atom 65 (H): 0.117, atom 66 (H): 0.081, atom 67 (H): 0.117, atom 68 (H): 0.078, atom 69 (H): 0.140, atom 70 (H): 0.074, atom 71 (H): 0.097, atom 72 (H): 0.123, atom 73 (H): 0.133, atom 74 (H): 0.134, atom 75 (H): 0.092, atom 76 (H): 0.098, atom 77 (H): 0.076, atom 78 (H): 0.103, atom 79 (H): 0.100, atom 80 (H): 0.137, atom 81 (H): 0.142, atom 82 (H): 0.123, atom 83 (H): 0.132, atom 84 (H): 0.112, atom 85 (H): 0.110, atom 86 (H): 0.130, atom 87 (H): 0.072, atom 88 (H): 0.081, atom 89 (H): 0.137, atom 90 (H): 0.081, atom 91 (H): 0.128, atom 92 (H): 0.074, atom 93 (H): 0.148, atom 94 (H): 0.130, atom 95 (H): 0.134, atom 96 (H): 0.126, atom 97 (H): 0.100, atom 98 (H): 0.107, atom 99 (H): 0.125

=====

Bottom line: arrangement one, by a margin of 0.0870 hartree.